Computed, not measured: a 8-piece molecular cluster, C42H77N3O18 overall in a non-equilibrium geometry, with wB97M-V/def2-TZVPD.

```
140
Properties=species:S:1:pos:R:3:forces:R:3
O 0.64538 0.03116 -2.90042 0.5324 -0.4035 0.7749
O -3.78276 -2.09721 2.12207 1.4774 -0.9759 -2.0939
O -2.34227 -0.82985 3.15494 2.3098 -0.8456 -0.7641
O 3.43242 -5.43173 3.47630 1.4711 -0.5754 -1.9222
O 0.38889 0.59314 -0.76286 -0.8874 2.7868 -0.2056
O -4.02409 2.39782 -1.33810 -0.4987 -0.9536 0.0109
O 4.61746 -1.53899 0.66212 0.3126 1.9786 0.4641
O -4.76299 -4.36368 -0.46547 4.8897 1.8443 -0.9632
O -3.00934 -3.01760 -1.43448 -2.4494 -0.0845 -0.0550
O -3.16746 0.30251 -1.32526 1.8404 1.5962 0.9822
O 3.95539 0.55820 1.08138 -4.1799 1.1494 0.1489
O -2.22835 1.95472 -0.00979 -3.4628 -1.6656 -3.5954
O -1.50088 -2.33486 1.65273 -2.6619 1.6017 0.8653
O 2.28391 5.61222 2.95524 -0.7367 -0.7195 0.1852
O -2.53476 -4.76950 -0.23502 1.1569 -1.4137 0.8270
O -2.40202 1.16062 -9.25408 -0.5602 -0.0789 1.1362
O 6.00382 0.15356 1.28708 2.3428 -0.3510 1.0505
O 1.24688 -1.28024 -1.16422 1.5436 -3.2198 -1.0466
N 2.89420 -4.87114 4.58254 -0.8083 0.7010 3.0994
N -1.98162 0.37992 -8.13128 1.1810 -1.8607 0.3728
N 1.11270 5.79794 2.14230 0.8114 0.0933 -1.7284
C -1.43094 0.09150 -5.66867 -1.2923 -1.6216 0.3957
C 1.17381 -3.66465 3.33480 1.1350 1.0475 -0.0593
C -3.81229 -1.39408 -8.36722 -1.4502 0.3541 -0.2781
C -2.44126 -1.75651 2.18876 0.1974 -1.8380 0.8794
C -1.69689 -1.93959 -7.12914 -0.2619 0.2879 0.1922
C 1.22816 3.37491 1.13149 -1.0481 -0.4652 0.5609
C -1.70469 -1.57519 -9.72390 -0.2849 0.0507 1.7477
C 3.51195 -2.55787 3.72381 -0.4727 -0.3470 0.2872
C 2.51561 5.10300 0.03323 -0.7615 1.0935 2.1512
C -1.59351 -2.95180 -1.38350 -0.0052 -1.4585 0.7498
C -3.58745 -0.31028 3.46463 -0.3131 1.3986 0.9844
C 4.82207 -0.38305 0.98030 1.6009 -2.6920 -0.3169
C 3.79180 -5.09758 5.76391 0.2055 -0.5983 -0.0450
C -3.49236 1.34346 -6.38049 -1.4667 1.1320 0.2085
C -1.30209 6.29711 1.91269 -0.5318 -0.9740 1.0058
C -0.12836 6.06630 2.95051 -0.6118 -1.5558 -1.9680
C -1.17635 2.28533 -6.85808 -0.8946 0.0527 0.0648
C -2.32518 -1.05414 -8.31830 0.8920 -1.2884 -0.0437
C 5.29420 -4.51058 5.68219 -1.2355 -0.1357 -0.8710
C -3.55401 -4.07290 -0.65896 -2.7796 0.3506 -0.9190
C 0.03481 5.26504 -0.04051 -2.1647 -0.2099 1.0858
C -3.08495 1.58242 -0.87783 4.2106 0.9551 4.6034
C 1.87174 -2.90767 5.55531 -1.4362 0.7015 2.0160
C 4.53891 1.81003 1.27189 1.7047 1.7063 -0.1253
C -1.36417 5.33901 0.73983 1.8943 -0.5762 -1.0942
C 3.08713 -4.49729 7.04056 0.3226 -0.6445 -0.6870
C -1.28377 -4.33571 -0.77727 0.8592 1.2628 0.1757
C -4.57572 -1.34279 2.99058 0.1310 0.8095 0.4017
C 2.40528 -3.52411 4.30837 0.6662 0.0396 -1.5846
C 5.85929 1.46451 1.92731 -0.4051 -1.2200 -0.3383
C 1.19630 4.87522 0.89113 0.4955 0.9482 -0.1861
C 1.22327 -1.25373 0.24461 -0.4240 0.3746 0.8016
C -2.05891 0.99390 -6.77481 0.7366 0.1296 -0.5557
C 0.03007 7.37855 3.63671 0.8615 1.4375 -0.5937
C -4.79425 1.63138 -2.25359 0.1105 -0.5889 -2.7477
C -4.21260 0.18032 -2.21730 -2.1773 0.1203 0.1351
C -1.85609 -1.42146 -5.67732 0.0824 0.6176 -1.3079
C 2.67113 -3.06337 6.82627 1.5013 -0.5433 0.0018
C 0.39102 -0.03962 0.48208 -0.1486 0.9409 0.8585
C 0.78432 -0.19697 -1.72177 -0.9558 0.5577 -1.3458
C -0.51036 4.87054 3.83742 0.2451 0.7073 0.4040
C 3.85941 -6.66392 5.94051 0.6690 1.5630 0.1510
H 3.60925 -2.51687 6.72944 0.0791 0.3866 -0.0383
H 0.35374 -4.26407 3.73011 0.1824 0.0663 0.2148
H 4.15272 -2.97101 2.94481 -0.4536 -0.1509 -0.1790
H -5.39252 -0.83037 2.48228 -0.1565 -0.5622 -0.1127
H 0.91565 0.63113 1.16251 -0.6103 0.0138 0.3599
H 2.86141 -7.10191 5.92441 0.0917 0.0558 0.1858
H -0.79307 7.71564 4.26671 0.1438 -0.4962 0.3347
H -2.82465 -1.66676 -5.24165 -0.6887 0.7492 -0.4452
H -0.85602 -5.01109 -1.51822 -0.6504 -0.3511 0.0160
H 0.32890 4.66991 4.50338 0.1371 -0.5763 -0.2491
H -0.61675 -1.54423 -9.66451 0.0289 0.5559 -0.2131
H -2.16211 5.55101 0.02819 0.0422 0.4927 -0.0039
H -4.86584 -0.56032 -1.75598 -0.3730 0.0011 -0.4063
H 3.75668 -4.54145 7.89954 0.3520 -0.1521 -0.1086
H 2.23925 -2.70555 7.76091 -0.5774 0.2751 -0.3488
H -4.32141 0.76128 -6.78278 0.5382 -0.4945 -0.3677
H -1.59688 1.61836 -9.50671 0.1482 -0.0531 -0.1493
H -0.62480 -2.11536 -7.21759 0.0992 0.2219 -0.6476
H 0.86406 -2.63173 3.17590 -0.5543 0.0054 0.0629
H 1.41488 -4.00244 2.32690 0.3382 -0.2991 0.0738
H 4.49744 -7.14857 5.20151 -0.1284 0.1512 -0.1443
H -0.84554 4.03291 3.22577 0.4049 -0.1735 0.1424
H 3.96459 2.50462 1.88492 -0.4007 -0.3468 -0.4173
H 1.02493 7.54612 4.04932 -0.2442 -0.3447 0.7341
H -1.26324 -2.02134 -4.98682 0.7726 0.2175 -0.2360
H 0.02697 8.08070 2.80300 0.0544 0.3568 0.0518
H 1.86283 3.08761 1.96980 0.0833 0.1917 0.0107
H 1.55245 2.85100 0.23236 0.1841 0.0806 -0.0353
H -3.91418 -0.16073 -3.20863 0.2556 0.0401 0.1243
H 2.67220 6.18169 0.03626 -0.0254 0.1353 -0.8591
H -1.32624 5.11255 4.51850 -0.2266 0.2531 -0.1264
H 5.74203 1.41968 3.01005 0.1404 -0.6627 0.0986
H 0.11017 6.21417 -0.57115 0.7283 0.0805 0.1521
H 2.20837 -1.07101 0.67388 0.0575 -0.8270 -0.3451
H -0.07762 4.47327 -0.78116 0.1356 -0.0079 -0.1679
H 0.65004 -2.07762 0.66973 0.7302 -0.5039 -0.2655
H -3.78192 2.35764 -6.65555 0.3274 0.2382 -0.4989
H 2.73484 -5.91011 3.02228 -0.1967 -0.1442 0.1656
H 0.88349 -3.31596 5.76688 -0.2096 -0.2373 -0.0902
H -1.89777 0.40127 -4.73368 0.7137 0.7937 0.1585
H -0.50856 -4.17975 -0.02706 -0.4342 -0.4804 0.5135
H -2.12456 -1.06764 -10.59234 0.2079 0.2605 0.2282
H -3.64134 -0.18073 4.54556 0.0390 0.2899 -0.0957
H -2.17420 -2.91900 -7.16123 0.0007 -0.1064 -0.4072
H -1.56444 2.88805 -7.67918 -0.1503 0.2824 0.1863
H 4.81899 2.20139 0.29389 -0.6516 0.4221 -0.1465
H -0.34336 0.13307 -5.60936 -0.1278 0.2540 -0.1167
H -1.44073 7.35537 1.69142 0.5083 -0.0802 -0.5732
H -3.73966 1.38597 -5.31976 0.6805 -0.3442 0.4182
H 1.69675 -1.83395 5.48750 -0.0252 0.1143 -0.7678
H -4.90435 -1.96867 3.82027 -0.2499 -0.0771 -0.2144
H 5.34822 -3.51388 6.12013 0.1475 -0.2699 0.5915
H -1.08169 -2.92410 -2.34547 -0.6302 0.5641 -0.2345
H -5.87865 1.74160 -2.24861 0.1166 -0.0005 1.1062
H 2.84412 6.37728 2.80538 -0.1816 0.2381 -0.2231
H -4.53832 1.98923 -3.25086 0.0541 0.3661 -0.0628
H -4.43169 -1.34802 -7.47149 0.5942 0.5180 0.6355
H -3.58350 0.64749 2.94429 -0.7930 0.1622 0.1399
H -4.07484 -2.40657 -8.67391 0.7282 -0.1876 -0.4668
H -1.59525 4.30829 1.00873 0.0058 0.0101 0.5814
H 5.64651 -4.30981 4.67043 -0.4108 -0.3691 -0.3673
H 2.38680 4.61253 -0.93162 0.1405 0.3568 0.0484
H 4.36725 -6.75318 6.90083 -0.2521 -0.5945 0.1972
H 4.20044 -2.22894 4.50218 -0.1135 -0.0761 0.2778
H 0.23308 2.97270 1.32159 -0.1562 -0.0128 0.2112
H -4.32051 -0.72833 -9.06478 0.0240 0.0735 -0.2216
H -1.26157 2.84435 -5.92623 -0.1482 0.1150 0.0046
H 3.38753 4.73622 0.57484 -0.0095 -0.4671 -0.1131
H -2.19068 6.06786 2.50088 -0.2673 0.1215 0.2248
H 6.02021 -5.22588 6.06867 -0.1542 0.2135 0.5127
H -0.64362 -0.26073 0.74423 0.1851 0.2539 0.2932
H -0.10830 2.18598 -7.05173 -0.0667 -0.7861 0.0553
H 6.76103 2.04222 1.72424 -0.3940 0.0793 -0.4117
H -1.30474 -2.12816 -0.73056 0.0035 -0.0836 -0.1936
H 3.00504 -1.65721 3.37748 0.0490 0.0466 -0.2917
H -1.90932 -2.63718 -9.85948 -0.3596 -0.0788 0.2528
H 2.23304 -5.10460 7.34025 -0.2056 -0.1915 -0.3392
```
Positions in Å, forces in eV/Å.

Calculated values
E_HOMO = -8.06 eV
net charge = 0
molecular weight = 912.1 g/mol
DFT total energy = -3164.885114 hartree
frontier orbital gap = 0.3061 Eh
max |F| = 0.123 hartree/bohr
relative energy (zero: lowest compared OMol25 entry of this formula, charge and spin) = 167.7 kJ/mol
SMILES = CC1(C)CCCC(C)(C)N1O.CC1(C)CCCC(C)(C)N1O.CC1(C)CCCC(C)(C)N1O.O=C1OCCO1.O=C1OCCO1.O=C1OCCO1.O=C1OCCO1.O=C1OCCO1